ORCA calculation (the ωB97M-V functional and the def2-TZVPD basis) on a cluster of 4 separate species, C51H41NO9 in total.

Element x y z (Å)
O1 -0.61180 -5.86333 -1.62702
C1 -0.58054 -4.74084 -1.15460
C2 -1.82200 -4.09577 -0.66427
C3 -3.03113 -4.78929 -0.72620
C4 -4.19337 -4.20642 -0.23193
C5 -4.15323 -2.93057 0.32702
C6 -2.95418 -2.22948 0.37453
C7 -1.78564 -2.80859 -0.12720
C8 -0.51842 -2.04894 -0.08913
O2 -0.49784 -0.90159 0.33068
C9 0.72402 -2.69759 -0.55868
C10 1.92969 -2.00082 -0.49193
C11 3.10981 -2.61055 -0.89894
C12 3.08983 -3.92050 -1.37452
C13 1.88620 -4.61447 -1.45582
C14 0.69858 -4.00181 -1.05234
H1 -3.06834 -5.78517 -1.15513
H2 -5.13162 -4.74958 -0.27715
H3 -5.05817 -2.48211 0.72375
H4 -2.93110 -1.23411 0.80647
H5 1.95210 -0.98239 -0.11797
H6 4.04520 -2.06306 -0.84000
H7 4.01287 -4.39998 -1.68354
H8 1.87681 -5.63318 -1.82977
O3 -5.65594 1.81124 -5.75160
C15 -5.08935 0.75573 -5.52760
C16 -5.26507 -0.39992 -6.43760
C17 -6.06937 -0.26938 -7.57031
C18 -6.20804 -1.33632 -8.45042
C19 -5.54398 -2.53600 -8.20427
C20 -4.75586 -2.67519 -7.06767
C21 -4.61954 -1.60926 -6.17840
C22 -3.79232 -1.77324 -4.96141
O4 -3.27280 -2.84639 -4.70701
C23 -3.60053 -0.61285 -4.06272
C24 -2.79422 -0.74464 -2.93203
C25 -2.58014 0.34963 -2.09841
C26 -3.17055 1.57670 -2.39324
C27 -3.98654 1.70694 -3.51206
C28 -4.20785 0.61060 -4.34693
H9 -6.58464 0.66433 -7.77011
H10 -6.83034 -1.23158 -9.33315
H11 -5.64281 -3.36408 -8.89842
H12 -4.24509 -3.61371 -6.87840
H13 -2.32745 -1.69662 -2.69978
H14 -1.94910 0.24653 -1.22104
H15 -2.99582 2.43204 -1.74861
H16 -4.44577 2.66485 -3.73384
O5 -2.49160 0.54408 7.68386
C29 -1.47194 0.47867 7.02001
C30 -1.27086 -0.62865 6.05733
C31 -2.26787 -1.59158 5.89601
C32 -2.10433 -2.61177 4.96586
C33 -0.94672 -2.67385 4.19350
C34 0.05596 -1.72609 4.36429
C35 -0.10104 -0.70481 5.30075
C36 0.98031 0.28938 5.48715
O6 2.02503 0.19170 4.86503
C37 0.77117 1.40748 6.43472
C38 1.76779 2.37132 6.59319
C39 1.56738 3.44300 7.45539
C40 0.37199 3.55658 8.16159
C41 -0.61743 2.59031 8.01685
C42 -0.41800 1.50998 7.15659
H17 -3.17400 -1.54512 6.49101
H18 -2.88271 -3.35699 4.83819
H19 -0.82526 -3.46318 3.45862
H20 0.95767 -1.78258 3.76313
H21 2.69912 2.29067 6.04209
H22 2.34197 4.19358 7.57429
H23 0.21254 4.39854 8.82723
H24 -1.54493 2.68327 8.57241
C43 0.91613 3.70639 -1.99400
C44 2.47501 3.79239 -1.52757
C45 3.35082 2.61807 -2.23426
C46 3.47023 1.32870 -1.24580
C47 4.98920 0.81771 -1.09826
O7 5.18290 -0.41281 -1.23263
O8 6.05829 1.75601 -0.87158
C48 6.35704 1.78176 0.55352
N1 6.24151 3.11073 1.19197
C49 7.08357 4.15032 0.53555
C50 4.85746 3.53745 1.38426
C51 3.79512 2.76259 2.28039
O9 4.47434 4.61324 0.84126
H25 0.40740 2.89440 -1.36827
H26 0.43847 4.71421 -1.73560
H27 0.88780 3.47178 -3.10924
H28 2.86897 4.79243 -1.90092
H29 2.46245 3.68874 -0.39546
H30 2.70216 2.25675 -3.11023
H31 4.38115 2.97726 -2.56547
H32 2.99469 1.57660 -0.24182
H33 2.86052 0.46510 -1.68897
H34 5.72989 1.00118 1.11240
H35 7.44967 1.43612 0.66752
H36 7.24733 4.97592 1.32119
H37 6.67062 4.55112 -0.44550
H38 8.09617 3.67624 0.31440
H39 2.85136 2.45645 1.72471
H40 3.48399 3.49835 3.11087
H41 4.22693 1.82158 2.78718

Forces on the atoms, in the same order (eV/Å):
-0.0189 0.2877 0.1569
0.0345 -0.8666 -0.4088
-0.3672 0.0614 0.0823
-0.2264 0.0520 0.0825
0.2250 0.0122 -0.0403
0.1964 0.0022 -0.0520
-0.1807 -0.0779 0.0214
-0.4277 -0.1114 0.1076
0.0932 0.8306 0.3415
-0.0251 -0.2148 -0.1080
0.2612 -0.0338 -0.0598
0.2078 -0.0885 -0.0444
0.0023 -0.0854 0.1015
-0.3702 -0.0217 0.0418
0.2650 0.0667 -0.0290
0.3358 0.0337 -0.0106
0.1776 0.1384 0.0255
0.1002 0.0471 -0.0078
0.0931 -0.0270 -0.0507
0.1626 -0.1159 -0.0908
-0.1645 -0.1610 0.0177
-0.2802 -0.1727 -0.0484
-0.0974 0.0485 0.0273
-0.1863 0.1362 0.0524
0.1314 -0.2603 0.0442
-0.4204 0.8065 -0.1518
-0.1010 -0.2275 -0.2680
-0.0545 -0.1360 -0.1868
0.0779 0.0811 0.1604
0.0736 0.0776 0.1843
-0.1172 -0.0642 -0.2257
-0.1739 -0.0252 -0.3290
0.4283 -0.8443 0.2166
-0.1364 0.2709 -0.0624
0.1131 0.1947 0.2689
0.0863 0.2430 0.1975
-0.0672 -0.1093 -0.1553
-0.1227 -0.1046 -0.2114
0.1249 0.0569 0.2064
0.2079 0.0824 0.3070
0.1476 -0.0481 0.1624
0.0606 0.0013 0.0915
0.0099 0.0736 0.0796
-0.0133 0.1853 0.1312
-0.1382 0.0401 -0.1801
-0.0486 -0.0066 -0.0789
-0.0189 -0.0792 -0.0699
-0.0302 -0.2033 -0.1065
0.2585 -0.0014 -0.1595
-0.8022 0.0096 0.4960
-0.0409 -0.2908 -0.2008
-0.0311 -0.1723 -0.1416
0.0612 0.1699 0.0818
0.0836 0.1738 0.0812
-0.1057 -0.2107 -0.1159
-0.2101 -0.2535 -0.1099
0.7867 -0.1063 -0.5112
-0.2519 0.0618 0.1376
0.0492 0.3042 0.1987
0.0096 0.2154 0.1199
-0.0556 -0.1665 -0.0933
-0.0778 -0.1921 -0.0798
0.1287 0.2072 0.0786
0.2084 0.3258 0.0867
0.1712 0.1447 -0.0082
0.0717 0.0779 0.0176
-0.0020 0.0724 0.0662
-0.0568 0.1362 0.1553
-0.1789 -0.1361 -0.0030
-0.0732 -0.0805 -0.0175
0.0064 -0.0942 -0.0619
0.0733 -0.1730 -0.1346
1.1103 0.0968 0.7824
-0.7003 -0.4242 -1.1361
-1.1696 -0.2811 0.9503
0.5177 0.5180 -0.8080
-0.8683 -2.8611 -0.6802
0.3905 4.6620 0.6393
-2.2196 -1.4317 0.5209
1.3500 -0.9378 1.5808
-1.8611 -0.5889 -1.0419
0.8794 0.3795 0.3250
-1.2536 2.6283 -1.7484
0.8536 -0.4305 0.7886
1.3156 -3.2151 2.0613
0.5082 1.0116 -1.1346
0.4468 -1.5031 -0.5968
-0.3151 0.4132 1.5149
-0.3835 -1.2061 0.9285
0.4930 0.5059 -1.5154
1.4093 0.6177 0.9439
-1.4989 -0.4915 0.4247
0.9414 -0.3043 -1.1150
1.2080 1.1188 0.7533
0.6867 1.2944 -0.7694
-1.6316 0.6432 -0.2843
-0.3380 -1.0768 -1.5322
0.3180 -0.4498 1.4302
-1.3067 0.5534 0.3720
1.3774 0.6233 0.4741
0.5194 -1.1119 -1.3555
-0.6298 1.4815 -0.7869

Calculated values
Largest force on an atom = 4.7 eV/Å
Total charge = 0
Multiplicity = 1
HOMO level = -9.7 eV
DFT total energy = -73469.507 eV
Relative energy (zero: lowest compared OMol25 entry of this formula, charge and spin) = 59.67 kcal per mole